Model w:
Formula: C2H2N2O2
Source: the OMol25 dataset
Level of theory: ωB97M-V with the def2-TZVPD basis set

Results
Gap between HOMO and LUMO, eV: 10.911
SMILES: Oc1cnon1
LUMO energy, eV: 0.304

Each atom is followed by the atoms it is bonded to, with distances in Å.
Atoms and positions in Å:
1 O -1.71244 0.03866 -0.14929  C2 1.389, H7 1.119
2 C -0.34325 -0.14778 -0.00597  O1 1.389, C3 1.360, N6 1.316
3 C 0.49591 0.92188 -0.02554  C2 1.360, N4 1.329, H8 1.061
4 N 1.70256 0.39346 -0.19815  C3 1.329, O5 1.276
5 O 1.49391 -0.84860 0.00715  N4 1.276, N6 1.425
6 N 0.16726 -1.35783 -0.09394  C2 1.316, O5 1.425
7 H -2.17109 -0.92802 0.17987  O1 1.119
8 H 0.36713 1.92824 0.28588  C3 1.061

***

Model x:
Formula: C2H2N2O2
Source: the OMol25 dataset
Level of theory: ωB97M-V with the def2-TZVPD basis set

Results
Gap between HOMO and LUMO (spin up / spin down), eV: 8.880 / 8.061
LUMO energy (spin up / spin down), eV: -0.556 / -1.595

Each atom is followed by the atoms it is bonded to, with distances in Å.
Atoms and positions in Å:
1 C 0.40388 -0.02312 1.36996  C2 1.560, N3 1.367, O5 1.187
2 C -0.60361 1.00197 0.76458  C1 1.560, N3 1.326, O6 1.169
3 N 0.11437 0.15074 0.04484  C1 1.367, C2 1.326
4 N 0.50998 -0.57411 -1.79014  H7 1.033, H8 1.099
5 O 0.86917 -0.52585 2.33957  C1 1.187
6 O -1.45113 1.80094 0.86848  C2 1.169
7 H -0.39938 -0.20015 -2.10684  N4 1.033
8 H 0.55672 -1.63041 -1.49045  N4 1.099

***

Most favorable structure: model w. The second most favorable one is 50.2 kJ/mol above it.

***

Model w:
Formula: C2H2N2O2
Source: the OMol25 dataset
Level of theory: ωB97M-V with the def2-TZVPD basis set

Results
Gap between HOMO and LUMO (spin up / spin down), eV: 8.989 / 8.072
LUMO energy (spin up / spin down), eV: -0.591 / -1.837

Each atom is followed by the atoms it is bonded to, with distances in Å.
Atoms and positions in Å:
1 C 1.33353 0.64905 0.08093  C2 1.536, N3 1.329, O5 1.170
2 C 1.08899 -0.86702 0.04011  C1 1.536, N3 1.328, O6 1.173
3 N 0.14142 0.06255 0.07835  C1 1.329, C2 1.328
4 N -1.84018 0.40318 -0.36553  H7 1.019, H8 1.019
5 O 2.04018 1.58182 0.06272  C1 1.170
6 O 1.44227 -1.98362 -0.03214  C2 1.173
7 H -2.10472 0.73411 0.56089  N4 1.019
8 H -2.10149 -0.58006 -0.42533  N4 1.019

***

Model x:
Formula: C2H2N2O2
Source: the OMol25 dataset
Level of theory: ωB97M-V with the def2-TZVPD basis set

Results
Gap between HOMO and LUMO, eV: 10.256
SMILES: O=c1cn[nH]o1
LUMO energy, eV: 0.127

Each atom is followed by the atoms it is bonded to, with distances in Å.
Atoms and positions in Å:
1 O 2.23702 -0.16964 -0.05328  C2 1.210
2 C 1.02858 -0.11411 -0.07633  O1 1.210, C3 1.472, O6 1.368
3 C 0.05561 0.98978 -0.06826  C2 1.472, N4 1.281, H7 1.084
4 N -1.14775 0.55053 -0.05830  C3 1.281, N5 1.346
5 N -1.09112 -0.78921 -0.17770  N4 1.346, O6 1.412, H8 1.022
6 O 0.24485 -1.23525 -0.07209  C2 1.368, N5 1.412
7 H 0.32365 2.03953 -0.02206  C3 1.084
8 H -1.65084 -1.27164 0.52800  N5 1.022

***

Most favorable structure: model x. The second most favorable one is 223.6 kJ/mol above it.

***

Model w:
Formula: C3H6N3
Source: the OMol25 dataset
Level of theory: ωB97M-V with the def2-TZVPD basis set

Results
Gap between HOMO and LUMO (spin up / spin down), eV: 7.106 / 6.953
Net charge: +1
LUMO energy (spin up / spin down), eV: -8.256 / -8.309

Each atom is followed by the atoms it is bonded to, with distances in Å.
Atoms and positions in Å:
1 C -0.27839 1.81696 1.05323  N4 1.339, N5 1.237, H7 1.039
2 C -0.16065 0.69919 -0.87703  N4 1.282, N6 1.225, H8 1.071
3 C 0.20184 -1.76289 -0.67993  N6 1.417, H9 1.085, H10 1.124, H11 1.095
4 N -0.37671 1.81400 -0.28178  C1 1.339, C2 1.282
5 N -0.00971 0.82039 1.73564  C1 1.237, H12 1.013
6 N 0.00965 -0.39697 -0.35720  C2 1.225, C3 1.417
7 H -0.78063 2.61896 1.48309  C1 1.039
8 H 0.04394 0.57343 -1.92047  C2 1.071
9 H -0.34915 -2.38451 0.01812  C3 1.085
10 H -0.21405 -1.95880 -1.70567  C3 1.124
11 H 1.26682 -1.95023 -0.50570  C3 1.095
12 H 0.64703 0.11047 2.03769  N5 1.013

***

Model x:
Formula: C3H6N3
Source: the OMol25 dataset
Level of theory: ωB97M-V with the def2-TZVPD basis set

Results
Gap between HOMO and LUMO, eV: 7.460
Net charge: +1
SMILES: [H]/N=C/C=C\N=[NH2+]
LUMO energy, eV: -6.841

Each atom is followed by the atoms it is bonded to, with distances in Å.
Atoms and positions in Å:
1 H -2.70393 1.84155 0.00996  N2 1.021
2 N -2.08883 1.12504 0.39903  H1 1.021, C3 1.245
3 C -1.74505 0.18227 -0.33731  N2 1.245, C4 1.454, H8 1.256
4 C -0.89248 -0.88424 0.16179  C3 1.454, C5 1.360, H9 1.152
5 C 0.44552 -0.67002 0.27802  C4 1.360, N6 1.350, H10 1.159
6 N 0.99374 0.44522 -0.24932  C5 1.350, N7 1.271
7 N 2.16821 0.79389 0.08840  N6 1.271, H11 0.987, H12 1.006
8 H -2.06656 0.04924 -1.54416  C3 1.256
9 H -1.23620 -1.90082 0.58091  C4 1.152
10 H 1.06620 -1.53687 0.73163  C5 1.159
11 H 2.67854 0.42516 0.84816  N7 0.987
12 H 2.68511 1.36897 -0.55590  N7 1.006

***

Most favorable structure: model x. The second most favorable one is 200.8 kJ/mol above it.

***

Model w:
Formula: C5H6S3
Source: the OMol25 dataset
Level of theory: ωB97M-V with the def2-TZVPD basis set

Results
Gap between HOMO and LUMO, eV: 6.787
SMILES: C=CCSC(=S)C=S
LUMO energy, eV: -2.158

Each atom is followed by the atoms it is bonded to, with distances in Å.
Atoms and positions in Å:
1 C 2.03682 0.14203 -1.94735  C2 1.351, H9 1.071, H10 1.106
2 C 0.76423 0.25991 -1.50825  C1 1.351, C3 1.572, H11 1.000
3 C 0.38923 -0.99723 -0.64303  C2 1.572, S4 1.910, H12 1.165, H13 1.193
4 S 0.33302 -0.20055 1.09186  C3 1.910, C5 1.734
5 C -1.33111 0.28216 1.16568  S4 1.734, S6 1.701, C7 1.536
6 S -2.28099 0.37026 -0.24296  C5 1.701
7 C -1.85663 0.59230 2.57539  C5 1.536, S8 1.850, H14 1.313
8 S -0.42901 1.29069 3.52301  C7 1.850
9 H 2.61748 0.82469 -2.53302  C1 1.071
10 H 2.72006 -0.59676 -1.48826  C1 1.106
11 H 0.08600 0.92862 -1.81197  C2 1.000
12 H 0.84652 -2.04827 -0.43376  C3 1.165
13 H -0.79559 -1.13310 -0.61313  C3 1.193
14 H -3.10003 0.28525 2.86580  C7 1.313

***

Model x:
Formula: C5H6S3
Source: the OMol25 dataset
Level of theory: ωB97M-V with the def2-TZVPD basis set

Results
Gap between HOMO and LUMO, eV: 8.149
LUMO energy, eV: -0.427

Each atom is followed by the atoms it is bonded to, with distances in Å.
Atoms and positions in Å:
1 C 0.41452 1.65808 -0.54007  H6 1.078, H7 1.069, H8 1.079, S12 1.817
2 C 2.17512 -0.52309 -0.04219  S12 1.762, S13 1.633, S14 1.757
3 C -0.46761 -1.13406 0.82481  C4 1.465, H9 1.079, H10 1.120, S14 1.822
4 C -1.74879 -0.78926 0.20293  C3 1.465, C5 1.205
5 C -2.79584 -0.50637 -0.32302  C4 1.205, H11 1.057
6 H 0.50542 2.72290 -0.67793  C1 1.078
7 H -0.46823 1.47119 0.03338  C1 1.069
8 H 0.37660 1.19999 -1.51607  C1 1.079
9 H -0.60852 -1.99227 1.46375  C3 1.079
10 H -0.11478 -0.30241 1.48711  C3 1.120
11 H -3.72222 -0.27141 -0.77464  C5 1.057
12 S 1.92403 1.17658 0.34955  C1 1.817, C2 1.762
13 S 3.69990 -1.10182 -0.12474  C2 1.633
14 S 0.83040 -1.60806 -0.36287  C2 1.757, C3 1.822

***

Most favorable structure: model x. The second most favorable one is 274.6 kJ/mol above it.